{"formula": "C46H53BBrF34I2N2O8Si", "method": "ωB97M-V/def2-TZVPD", "symbols": ["C", "O", "B", "O", "C", "N", "C", "F", "F", "C", "C", "Si", "C", "C", "C", "C", "C", "C", "C", "C", "C", "C", "C", "C", "O", "C", "C", "O", "C", "C", "C", "C", "Br", "N", "C", "I", "C", "C", "I", "H", "H", "H", "H", "H", "H", "H", "H", "H", "H", "H", "H", "H", "H", "H", "H", "H", "H", "H", "H", "H", "H", "H", "H", "H", "H", "H", "H", "H", "H", "H", "H", "H", "H", "H", "H", "H", "C", "C", "C", "F", "F", "F", "F", "O", "C", "C", "F", "F", "F", "F", "H", "H", "H", "H", "C", "C", "C", "F", "F", "F", "F", "O", "C", "C", "F", "F", "F", "F", "H", "H", "H", "H", "C", "C", "C", "F", "F", "F", "F", "O", "C", "C", "F", "F", "F", "F", "H", "H", "H", "H", "C", "C", "C", "F", "F", "F", "F", "O", "C", "C", "F", "F", "F", "F", "H", "H", "H", "H"], "positions_angstrom": [[0.9883, -2.0028, 4.7573], [0.3270, -1.3865, 3.5892], [-1.0340, -1.8227, 3.5317], [-1.5772, -2.5257, 4.6982], [-2.0487, -1.6570, 2.2697], [-2.0517, -2.2397, 0.9467], [-1.0121, -3.1539, 0.4196], [-1.3588, -3.8169, -0.7934], [-0.6589, -4.2050, 1.3531], [0.2824, -2.2165, 0.0715], [1.6443, -2.7968, 0.6923], [3.1872, -1.7033, 0.3906], [4.6324, -2.5135, 1.4168], [3.7921, -1.6440, -1.4331], [3.0226, 0.1080, 0.9854], [2.8364, 0.4976, 2.5103], [2.7369, 1.9534, 3.0361], [2.8296, 3.1820, 2.0498], [2.9847, 2.8323, 0.5368], [3.0791, 1.3481, 0.0008], [-3.2648, -1.6864, 0.2816], [-3.7797, -1.9889, -1.1972], [-4.5584, -0.7678, -1.9022], [-3.7946, 0.6536, -1.7840], [-3.3002, 1.0067, -3.1348], [-2.2256, 1.9561, -3.0338], [-2.6186, 3.4835, -2.7479], [-1.0413, 1.5540, -3.1371], [-3.9458, -0.7703, 1.3396], [-5.2911, 0.0856, 1.2881], [-6.3252, -0.2532, 2.5089], [-6.4349, -1.8186, 2.8382], [-8.1546, 0.3201, 1.8970], [-3.1454, -0.7450, 2.5651], [-3.2968, -0.0237, 3.8443], [-4.3761, -0.7881, 5.5931], [-2.6811, 1.2805, 3.9135], [-2.7327, 2.2439, 5.1887], [-1.5817, 1.9937, 2.1464], [0.5773, -1.5861, 5.7562], [0.9195, -3.1581, 4.7275], [2.1199, -1.7705, 4.7809], [-1.7616, -3.4453, 4.3984], [0.0784, -1.1530, 0.4819], [0.4019, -2.0769, -1.0710], [1.5462, -3.0382, 1.8215], [1.8414, -3.8133, 0.1703], [5.2872, -1.7076, 1.9007], [4.1093, -3.1582, 2.2160], [5.2118, -3.2338, 0.7442], [3.2288, -0.8236, -1.9982], [3.6878, -2.6935, -1.8932], [4.9104, -1.3435, -1.3891], [2.7989, -0.3773, 3.2418], [2.6110, 2.1599, 4.1626], [2.7812, 4.2318, 2.4875], [3.0598, 3.7109, -0.1930], [3.1915, 1.1771, -1.1283], [-2.9592, -2.3223, -1.9295], [-4.5436, -2.8604, -1.1271], [-5.6780, -0.7018, -1.6141], [-4.5664, -1.0128, -3.0372], [-2.8617, 0.6132, -1.1178], [-4.5267, 1.4993, -1.5050], [-1.7585, 4.1261, -3.1396], [-2.6460, 3.6254, -1.6056], [-3.6487, 3.7538, -3.1622], [-5.9016, -0.0254, 0.3305], [-5.0120, 1.2071, 1.3683], [-6.0830, 0.4032, 3.4194], [-7.0446, -1.9033, 3.8206], [-5.4330, -2.3521, 2.9932], [-7.0267, -2.4068, 2.0512], [-2.8025, 1.7046, 6.1921], [-1.7807, 2.9035, 5.1369], [-3.6079, 2.9810, 5.0026], [2.5146, -7.8499, -2.4346], [3.0225, -6.4151, -2.1840], [1.9632, -5.3160, -2.2464], [1.3875, -5.2242, -3.4587], [2.5285, -4.1005, -2.0004], [4.0453, -6.1531, -3.0325], [3.5640, -6.3988, -0.9285], [2.7030, -8.3764, -3.7527], [1.7057, -8.0806, -4.7110], [2.2476, -7.2651, -5.8883], [2.7484, -6.0772, -5.4797], [1.2624, -6.9867, -6.7763], [0.6537, -7.4934, -4.1060], [1.2570, -9.2761, -5.1586], [3.1243, -8.5011, -1.8010], [1.4919, -8.0000, -2.0775], [1.1806, -5.4752, -1.4988], [3.0412, -7.8065, -6.4072], [-6.8483, 3.2772, -5.1062], [-6.7277, 3.1341, -3.5750], [-7.0451, 1.7482, -3.0148], [-8.3142, 1.3744, -3.2546], [-6.8951, 1.7394, -1.6612], [-7.4842, 4.0862, -2.9800], [-5.4290, 3.4285, -3.2480], [-8.0599, 3.8554, -5.6026], [-9.1519, 2.9797, -5.8086], [-10.3563, 3.3279, -4.9294], [-10.0486, 3.2517, -3.6146], [-11.3748, 2.4599, -5.1411], [-8.7452, 1.7033, -5.6598], [-9.4908, 3.1121, -7.1115], [-6.0742, 3.9906, -5.4051], [-6.5896, 2.3552, -5.6342], [-6.3726, 0.9907, -3.4279], [-10.7123, 4.3393, -5.1357], [2.7251, 5.6186, 6.7092], [2.5128, 4.1454, 6.3038], [1.7144, 3.2968, 7.2924], [2.3182, 3.1969, 8.4898], [1.5834, 2.0259, 6.8247], [3.7151, 3.5818, 6.0363], [1.8304, 4.1531, 5.1166], [3.9855, 5.9450, 7.3039], [4.1026, 5.7622, 8.7019], [5.1685, 4.7263, 9.0703], [4.8803, 3.5120, 8.5494], [5.2408, 4.5657, 10.4136], [2.8935, 5.4802, 9.2262], [4.4531, 6.9686, 9.2042], [2.7168, 6.1926, 5.7775], [1.8861, 6.0191, 7.2850], [0.7089, 3.7011, 7.4398], [6.1513, 5.0279, 8.7023], [6.6524, 0.5698, -5.8845], [8.1681, 0.8538, -5.8490], [8.9496, 0.1475, -4.7418], [8.5442, 0.5148, -3.5107], [10.2672, 0.4655, -4.8188], [8.3660, 2.1936, -5.8062], [8.6773, 0.4385, -7.0469], [5.8000, 1.5539, -5.2848], [5.5746, 1.4468, -3.8939], [6.0865, 2.6660, -3.1215], [7.4178, 2.8303, -3.2793], [5.8677, 2.5202, -1.7914], [6.0841, 0.2858, -3.4385], [4.2306, 1.3480, -3.7429], [6.3672, 0.5830, -6.9408], [6.4082, -0.4413, -5.5476], [8.8653, -0.9394, -4.8288], [5.5916, 3.5796, -3.4575]], "forces_ev_per_angstrom": [[1.41, -0.35, 1.42], [-2.87, -1.64, 0.65], [1.92, -0.87, 1.89], [0.88, 0.36, -2.94], [-0.49, 0.84, -0.23], [-4.21, 2.61, 2.81], [3.32, -0.26, -1.43], [-0.35, 1.30, 2.93], [-1.59, 2.66, -1.79], [0.48, 0.30, 0.58], [-1.10, -1.11, -0.14], [1.70, 0.23, -0.06], [-0.74, -0.47, 0.31], [0.32, 0.11, -0.01], [-0.81, 5.45, 1.50], [0.25, 2.25, -2.17], [0.47, -0.48, -3.22], [0.10, -4.95, -1.27], [-0.06, -1.98, 2.32], [-0.45, 0.55, 3.59], [-1.13, 2.00, 3.04], [-0.71, -0.30, 0.09], [0.24, 0.35, -0.79], [-0.46, 0.14, -0.44], [1.09, 0.89, 1.04], [2.72, -0.65, -0.01], [0.38, -0.70, 0.18], [-4.69, 1.56, 0.34], [1.07, -1.42, -1.63], [-0.05, 0.33, 0.42], [0.78, -0.63, -0.46], [-0.71, 0.04, 0.75], [1.06, -0.11, 0.39], [1.43, -4.11, -4.16], [1.76, 3.55, -0.21], [0.84, 0.39, -1.47], [-1.36, -2.68, 0.61], [0.52, 0.65, -1.51], [-0.72, -0.41, 1.41], [0.45, -0.82, -1.83], [-0.15, 2.01, 0.06], [-1.91, -0.05, -0.57], [-0.27, 0.74, 0.51], [0.30, -1.78, -0.50], [-0.49, -0.58, 1.79], [0.03, 0.60, -1.83], [-0.17, 1.63, 0.97], [-0.82, -1.36, -0.73], [1.07, 0.95, -0.87], [-0.57, 1.11, 0.99], [0.78, -1.40, 0.40], [0.48, 2.33, 0.52], [-1.81, -0.45, -0.13], [0.04, 1.56, -1.00], [0.28, -0.57, -2.15], [0.09, -1.60, -0.97], [-0.11, -1.60, 1.06], [-0.15, 0.40, 1.98], [-0.95, 0.55, 1.59], [1.42, 1.30, -0.07], [2.02, -0.06, -0.15], [0.07, 0.36, 1.90], [-1.58, -0.04, -0.57], [1.22, -1.43, 0.09], [-1.37, -0.92, 0.46], [0.01, -0.31, -1.62], [2.22, -0.39, 0.56], [1.32, -0.13, 1.23], [-0.35, -1.78, -0.15], [-0.46, -1.24, -1.40], [1.08, 0.02, -1.62], [-1.29, 0.99, -0.20], [0.94, 1.13, 0.92], [-0.03, 0.67, -1.61], [-1.54, -1.23, 0.25], [1.26, -1.35, 0.54], [0.15, -0.87, 0.23], [0.70, -0.60, -0.56], [-0.31, 0.51, 0.04], [0.14, 0.00, 0.17], [-0.18, -0.73, -0.03], [-0.34, 0.20, 0.08], [-0.49, 0.18, 0.05], [-0.80, 1.22, -0.52], [0.10, -1.07, 1.53], [0.33, 0.41, -0.69], [-0.04, -0.27, 0.19], [-0.10, -0.31, 0.32], [-0.03, 0.06, -0.52], [0.24, 0.40, -0.34], [0.12, 0.22, -0.18], [0.05, 0.29, -0.18], [0.06, -0.15, 0.06], [-0.06, -0.18, 0.14], [0.36, 0.44, -0.74], [-0.73, 0.88, -0.39], [-0.02, -0.56, 0.40], [0.21, 0.15, 0.07], [0.19, 0.24, 0.08], [0.09, -0.41, 0.04], [-0.61, -0.54, -0.02], [-0.69, -1.10, 0.78], [1.60, 0.22, -0.86], [-0.72, 0.23, 0.46], [0.23, 0.04, -0.24], [0.36, -0.01, -0.30], [-0.51, 0.05, 0.00], [-0.34, 0.12, 0.45], [-0.19, 0.05, 0.22], [-0.19, -0.05, 0.28], [0.10, 0.13, -0.13], [0.15, 0.00, -0.18], [0.12, 0.84, -0.35], [1.01, 0.42, -0.04], [-0.40, -0.61, 0.24], [-0.03, 0.03, -0.24], [0.02, 0.09, -0.35], [-0.31, -0.10, 0.20], [-0.40, 0.03, 0.33], [-0.33, -1.08, 1.01], [-0.93, 1.18, -1.03], [0.65, -0.56, 0.22], [-0.12, 0.29, -0.12], [-0.24, 0.37, -0.16], [0.39, -0.09, 0.32], [0.32, -0.48, 0.04], [0.16, -0.25, 0.04], [0.10, -0.32, 0.10], [0.04, 0.15, -0.09], [-0.10, 0.21, -0.06], [-0.62, -0.13, -0.64], [-0.46, 0.80, -0.24], [0.88, -0.30, 0.23], [-0.06, 0.05, -0.12], [-0.18, 0.05, -0.30], [0.07, -0.25, 0.23], [-0.02, -0.36, 0.35], [0.67, -0.14, 1.44], [-0.21, -1.03, -1.68], [0.39, 0.71, 0.33], [-0.29, -0.17, -0.19], [-0.29, -0.30, -0.18], [-0.19, 0.37, 0.43], [0.15, 0.41, 0.29], [0.16, 0.22, 0.14], [0.22, 0.18, 0.20], [-0.13, 0.02, -0.12], [-0.15, -0.14, -0.13]], "mulliken_charge": [-0.772, 0.255, 0.108, -0.525, -0.432, 0.566, 0.569, -0.324, -0.349, -0.705, -0.065, 0.164, -1.155, -0.748, 0.631, -0.068, -0.127, -0.369, -0.766, -0.112, 0.156, -0.810, -0.951, -0.124, -0.342, 0.665, -0.606, -0.537, -0.085, -0.457, -0.089, -1.008, -0.134, 1.067, -1.523, 0.185, 0.526, -0.810, 0.113, 0.281, 0.259, 0.274, 0.346, 0.290, 0.402, 0.255, 0.107, 0.326, 0.301, 0.328, 0.257, 0.325, 0.203, -0.097, -0.013, 0.353, 0.333, 0.056, 0.265, 0.341, 0.325, 0.624, 0.592, 0.015, 0.358, 0.160, 0.262, 0.090, 0.299, 0.437, 0.337, 0.221, 0.356, 0.376, 0.130, 0.294, -0.851, 0.956, 0.138, -0.222, -0.210, -0.294, -0.323, -0.396, 0.751, 0.192, -0.199, -0.253, -0.266, -0.292, 0.473, 0.339, 0.197, 0.251, -0.872, 0.912, 0.106, -0.238, -0.179, -0.284, -0.385, -0.412, 0.764, 0.192, -0.204, -0.252, -0.277, -0.292, 0.486, 0.368, 0.178, 0.242, -0.908, 1.105, 0.097, -0.232, -0.264, -0.286, -0.282, -0.401, 0.765, 0.188, -0.211, -0.256, -0.276, -0.292, 0.453, 0.351, 0.261, 0.252, -0.700, 0.875, 0.101, -0.201, -0.283, -0.272, -0.329, -0.412, 0.888, 0.104, -0.226, -0.217, -0.244, -0.317, 0.416, 0.308, 0.279, 0.243], "total_charge": 1, "homo_ha": -0.3830, "lumo_energy_ev": -3.9, "orbital_gap_ev": 6.52, "total_energy_ev": -255099.73775}